# 1
{
  "formula": "C32H53F15O16",
  "method": "the ωB97M-V functional and the def2-TZVPD basis",
  "symbols": ["C", "C", "O", "C", "O", "C", "F", "F", "F", "H", "H", "H", "H", "H", "C", "C", "O", "C", "O", "C", "F", "F", "F", "H", "H", "H", "H", "H", "C", "C", "O", "C", "O", "C", "F", "F", "F", "H", "H", "H", "H", "H", "C", "C", "O", "C", "O", "C", "F", "F", "F", "H", "H", "H", "H", "H", "C", "C", "O", "C", "O", "C", "F", "F", "F", "H", "H", "H", "H", "H", "C", "O", "C", "C", "O", "C", "C", "O", "C", "H", "H", "H", "H", "H", "H", "H", "H", "H", "H", "H", "H", "H", "H", "C", "O", "C", "C", "O", "C", "C", "O", "C", "H", "H", "H", "H", "H", "H", "H", "H", "H", "H", "H", "H", "H", "H"],
  "xyz": [[11.542, 1.575, 4.492], [10.112, 1.001, 4.543], [9.383, 1.418, 3.482], [8.003, 1.194, 3.374], [7.270, 0.793, 4.326], [7.480, 1.738, 1.956], [6.293, 1.160, 1.774], [7.330, 3.075, 1.997], [8.347, 1.458, 1.030], [12.190, 1.087, 3.765], [11.960, 1.393, 5.482], [11.397, 2.644, 4.337], [9.525, 1.360, 5.389], [10.035, -0.084, 4.616], [-10.294, -5.959, -0.027], [-10.673, -4.668, 0.622], [-9.483, -3.962, 1.061], [-8.847, -3.109, 0.145], [-9.393, -2.642, -0.827], [-7.509, -2.522, 0.674], [-7.460, -1.249, 0.304], [-7.424, -2.689, 2.007], [-6.485, -3.186, 0.152], [-9.674, -5.917, -0.922], [-11.129, -6.417, -0.557], [-9.847, -6.586, 0.745], [-11.313, -5.039, 1.423], [-11.309, -4.083, -0.043], [2.086, 3.738, -2.914], [1.180, 4.558, -3.937], [-0.206, 4.514, -3.420], [-0.885, 3.288, -3.385], [-0.626, 2.287, -4.072], [-2.098, 3.368, -2.556], [-2.124, 2.208, -1.887], [-2.037, 4.356, -1.598], [-3.197, 3.499, -3.358], [2.041, 2.665, -3.103], [1.877, 3.781, -1.845], [3.161, 3.845, -3.056], [1.345, 4.344, -4.992], [1.505, 5.598, -3.896], [-9.657, -2.350, -8.134], [-9.095, -2.776, -6.700], [-7.764, -2.227, -6.573], [-6.707, -2.934, -6.100], [-6.814, -4.105, -5.881], [-5.472, -2.041, -5.915], [-4.720, -2.425, -4.900], [-4.602, -2.176, -6.946], [-5.923, -0.788, -5.727], [-9.707, -1.267, -8.252], [-10.687, -2.633, -7.915], [-9.223, -2.977, -8.912], [-9.158, -3.864, -6.693], [-9.786, -2.383, -5.954], [7.325, 8.706, -1.090], [6.804, 8.552, -2.589], [7.556, 9.219, -3.626], [7.079, 9.258, -4.961], [6.066, 8.731, -5.311], [8.039, 9.961, -5.979], [8.831, 10.892, -5.450], [8.818, 8.976, -6.329], [7.329, 10.438, -7.034], [8.169, 8.024, -1.193], [6.825, 8.236, -0.242], [7.869, 9.590, -0.758], [5.758, 8.854, -2.651], [6.667, 7.493, -2.806], [0.226, 0.520, 3.852], [-1.125, 0.431, 4.270], [-1.540, -0.613, 5.174], [-0.658, -0.656, 6.377], [-0.956, 0.463, 7.114], [0.087, 0.827, 7.943], [-0.354, 2.177, 8.556], [0.085, 3.337, 7.834], [-0.035, 3.221, 6.410], [0.509, -0.481, 3.525], [0.926, 0.907, 4.592], [0.233, 1.189, 2.991], [-1.439, -1.602, 4.726], [-2.602, -0.573, 5.414], [0.358, -0.835, 6.025], [-0.860, -1.589, 6.904], [1.022, 0.896, 7.388], [0.098, 0.127, 8.779], [-0.064, 2.398, 9.584], [-1.439, 2.228, 8.646], [-1.046, 2.967, 6.091], [0.685, 2.511, 6.004], [0.245, 4.228, 6.100], [0.994, -3.310, -2.187], [2.163, -3.226, -1.383], [2.980, -4.394, -1.426], [2.599, -5.548, -0.416], [1.458, -6.219, -0.897], [0.731, -6.947, 0.033], [-0.610, -6.349, 0.334], [-1.391, -7.291, 1.027], [-2.802, -7.002, 0.958], [0.744, -4.356, -2.365], [1.238, -2.773, -3.104], [0.143, -2.851, -1.685], [3.953, -4.015, -1.114], [3.072, -4.759, -2.449], [2.600, -5.130, 0.590], [3.345, -6.335, -0.304], [1.198, -7.218, 0.980], [0.535, -7.882, -0.493], [-1.040, -6.166, -0.650], [-0.639, -5.377, 0.827], [-3.139, -6.043, 1.352], [-3.313, -7.800, 1.496], [-3.045, -6.907, -0.101]],
  "gap_ev": 9.670,
  "multiplicity": 1,
  "homo_energy_ha": -0.34485,
  "e_tot_ev": -107558.0177,
  "largest_force_ev_per_a": 5.9,
  "smiles": "CCOC(=O)C(F)(F)F.CCOC(=O)C(F)(F)F.CCOC(=O)C(F)(F)F.CCOC(=O)C(F)(F)F.CCOC(=O)C(F)(F)F.COCCOCCOC.COCCOCCOC"
}

---

# 2
{
  "formula": "C32H53N5O3Pt",
  "method": "the ωB97M-V functional and the def2-TZVPD basis",
  "symbols": ["Pt", "C", "C", "C", "C", "C", "C", "C", "C", "C", "C", "C", "C", "C", "C", "C", "C", "C", "H", "H", "H", "H", "H", "H", "H", "H", "H", "H", "H", "H", "H", "H", "H", "H", "H", "H", "H", "H", "H", "H", "H", "H", "H", "H", "H", "H", "H", "C", "C", "N", "C", "N", "C", "C", "C", "N", "C", "H", "H", "H", "H", "H", "H", "H", "H", "H", "H", "H", "H", "H", "C", "C", "C", "C", "C", "C", "O", "N", "C", "O", "N", "C", "O", "H", "H", "H", "H", "H", "H", "H", "H", "H", "H", "H"],
  "xyz": [[-0.116, -0.110, 0.468], [-1.200, 1.488, 2.294], [-0.655, 0.126, 2.583], [-1.527, -0.810, 1.892], [-2.204, 0.015, 0.923], [-2.139, 1.420, 1.338], [-3.017, 2.519, 0.793], [-3.287, 2.339, -0.704], [-4.357, 2.441, 1.546], [-2.380, 3.888, 1.028], [-1.857, -2.297, 2.021], [-2.426, -2.817, 0.688], [-0.664, -3.194, 2.349], [-2.960, -2.450, 3.080], [0.266, -0.040, 3.813], [-0.464, -0.772, 4.950], [1.588, -0.752, 3.501], [0.666, 1.335, 4.373], [-0.830, 2.391, 2.748], [-2.947, -0.363, 0.238], [-3.759, 1.375, -0.913], [-2.363, 2.413, -1.272], [-3.971, 3.121, -1.047], [-4.842, 1.475, 1.379], [-5.035, 3.225, 1.196], [-4.206, 2.565, 2.621], [-1.407, 3.945, 0.533], [-2.241, 4.084, 2.095], [-3.019, 4.677, 0.624], [-1.731, -2.631, -0.134], [-3.394, -2.370, 0.454], [-2.577, -3.896, 0.767], [0.085, -3.128, 1.555], [-1.002, -4.232, 2.417], [-0.193, -2.946, 3.294], [-3.814, -1.815, 2.831], [-2.627, -2.184, 4.084], [-3.307, -3.488, 3.101], [-0.681, -1.808, 4.702], [-1.404, -0.273, 5.199], [0.164, -0.774, 5.845], [1.443, -1.760, 3.119], [2.185, -0.820, 4.415], [2.152, -0.190, 2.758], [-0.196, 1.911, 4.712], [1.215, 1.923, 3.632], [1.319, 1.185, 5.234], [4.307, 3.150, 0.418], [2.872, 3.225, -0.062], [2.192, 2.028, 0.395], [2.745, 0.794, 0.225], [1.975, -0.259, 0.342], [2.554, -1.592, 0.230], [3.732, -1.586, -0.724], [4.733, -0.560, -0.238], [4.082, 0.727, -0.019], [4.936, 1.902, -0.166], [4.319, 3.104, 1.509], [4.877, 4.025, 0.105], [2.838, 3.317, -1.154], [2.351, 4.086, 0.351], [1.185, 2.036, 0.303], [1.775, -2.257, -0.135], [2.871, -1.946, 1.219], [3.381, -1.333, -1.728], [4.197, -2.571, -0.768], [5.534, -0.409, -0.963], [5.197, -0.903, 0.693], [5.152, 2.057, -1.229], [5.887, 1.687, 0.325], [-2.329, -0.863, -5.317], [-1.675, -1.402, -4.049], [-0.145, -1.114, -3.869], [0.748, -2.194, -4.515], [0.421, -2.611, -5.945], [0.160, 0.249, -4.451], [0.434, 0.448, -5.614], [0.048, 1.297, -3.569], [0.004, 1.220, -2.176], [0.019, 2.270, -1.544], [-0.034, -0.011, -1.607], [0.040, -1.170, -2.345], [0.156, -2.254, -1.793], [-3.359, -1.220, -5.374], [-1.808, -1.173, -6.221], [-2.358, 0.228, -5.317], [-1.789, -2.485, -3.976], [-2.204, -0.987, -3.185], [0.681, -3.064, -3.865], [1.786, -1.848, -4.464], [-0.566, -3.074, -6.009], [1.145, -3.360, -6.274], [0.458, -1.771, -6.636], [0.191, 2.224, -3.940]],
  "gap_ev": 7.635,
  "multiplicity": 1,
  "homo_energy_ha": -0.26272,
  "e_tot_ev": -50887.5590,
  "largest_force_ev_per_a": 0.5,
  "e_above_lowest_kcal_mol": 4.3
}

---

# 3
{
  "formula": "C32H53NO7P",
  "method": "the ωB97M-V functional and the def2-TZVPD basis",
  "symbols": ["C", "C", "C", "C", "C", "C", "C", "C", "C", "O", "C", "C", "C", "C", "N", "C", "C", "P", "O", "O", "C", "H", "H", "H", "H", "H", "H", "H", "H", "H", "H", "H", "H", "H", "H", "H", "H", "H", "H", "H", "H", "H", "C", "C", "C", "O", "C", "H", "H", "H", "H", "H", "H", "H", "H", "C", "C", "C", "O", "C", "H", "H", "H", "H", "H", "H", "H", "H", "C", "C", "C", "O", "C", "H", "H", "H", "H", "H", "H", "H", "H", "C", "C", "C", "O", "C", "H", "H", "H", "H", "H", "H", "H", "H"],
  "xyz": [[2.101, -2.723, 4.835], [1.132, -1.485, 4.765], [0.157, -1.121, 5.814], [-0.646, 0.087, 5.607], [-0.544, 0.963, 4.403], [-1.518, 2.187, 4.359], [-2.066, 2.554, 2.922], [-0.946, 3.488, 5.097], [0.433, 0.599, 3.355], [0.557, 1.368, 2.184], [1.555, 2.379, 2.300], [3.009, 1.822, 2.542], [3.559, 0.925, 1.480], [4.897, 0.344, 1.679], [5.616, 0.626, 2.831], [5.167, 1.461, 3.837], [3.846, 2.098, 3.754], [3.082, 3.222, 5.071], [4.222, 3.620, 6.255], [1.890, 2.340, 5.900], [1.233, -0.629, 3.581], [2.547, -2.880, 5.850], [2.968, -2.512, 4.137], [1.605, -3.648, 4.417], [0.064, -1.767, 6.717], [-1.407, 0.330, 6.400], [-2.422, 1.890, 4.976], [-2.310, 1.593, 2.386], [-1.237, 3.066, 2.365], [-2.964, 3.234, 2.994], [-1.667, 4.320, 4.826], [0.083, 3.769, 4.756], [-1.030, 3.389, 6.219], [1.284, 3.201, 3.032], [1.594, 2.899, 1.293], [2.956, 0.692, 0.564], [5.355, -0.366, 0.926], [6.530, 0.171, 2.918], [5.798, 1.649, 4.739], [5.067, 3.198, 6.004], [2.244, 2.215, 6.807], [1.961, -0.904, 2.771], [4.153, -3.073, -2.286], [4.634, -1.988, -3.228], [4.959, -0.858, -2.270], [5.370, -1.467, -1.033], [5.054, -2.870, -1.083], [4.221, -4.078, -2.703], [3.111, -2.888, -2.009], [5.543, -2.317, -3.740], [3.901, -1.706, -3.984], [4.075, -0.244, -2.065], [5.755, -0.209, -2.640], [5.994, -3.421, -1.192], [4.580, -3.174, -0.147], [-5.238, 2.168, -1.504], [-5.590, 0.815, -0.918], [-4.754, 0.794, 0.349], [-4.633, 2.154, 0.788], [-5.094, 3.022, -0.258], [-5.984, 2.553, -2.200], [-4.280, 2.107, -2.029], [-6.654, 0.786, -0.665], [-5.376, -0.022, -1.584], [-3.746, 0.413, 0.154], [-5.207, 0.193, 1.140], [-6.058, 3.437, 0.052], [-4.387, 3.843, -0.390], [-0.903, -2.415, -2.622], [-0.998, -1.890, -4.040], [0.439, -2.000, -4.514], [1.021, -3.112, -3.818], [0.136, -3.512, -2.762], [-1.851, -2.776, -2.222], [-0.530, -1.628, -1.959], [-1.639, -2.546, -4.637], [-1.392, -0.875, -4.108], [1.013, -1.103, -4.254], [0.515, -2.160, -5.591], [-0.326, -4.461, -3.053], [0.707, -3.670, -1.845], [-5.215, -0.491, -6.689], [-4.395, -1.742, -6.926], [-3.013, -1.169, -7.178], [-2.921, 0.046, -6.418], [-4.231, 0.394, -5.947], [-6.134, -0.667, -6.130], [-5.480, -0.033, -7.647], [-4.386, -2.357, -6.021], [-4.759, -2.356, -7.751], [-2.873, -0.915, -8.234], [-2.216, -1.852, -6.876], [-4.261, 0.203, -4.868], [-4.411, 1.457, -6.118]],
  "gap_ev": 6.312,
  "multiplicity": 1,
  "homo_energy_ha": -0.39547,
  "e_tot_ev": -59144.7331,
  "charge": 1,
  "largest_force_ev_per_a": 4.0
}

---

# 4
{
  "formula": "C32H54BBeClF6N8NaO16S4",
  "method": "the ωB97M-V functional and the def2-TZVPD basis",
  "symbols": ["C", "C", "O", "B", "O", "C", "C", "N", "C", "C", "N", "C", "C", "C", "C", "N", "C", "N", "N", "S", "C", "O", "O", "S", "C", "O", "O", "H", "H", "H", "H", "H", "H", "H", "H", "H", "H", "H", "H", "H", "H", "H", "H", "H", "H", "H", "H", "H", "H", "H", "H", "C", "F", "F", "F", "S", "O", "O", "N", "S", "O", "O", "C", "F", "F", "F", "N", "C", "C", "C", "C", "C", "H", "H", "H", "H", "H", "Be", "C", "O", "C", "C", "O", "C", "C", "O", "C", "H", "H", "H", "H", "H", "H", "H", "H", "H", "H", "H", "H", "H", "H", "C", "C", "C", "C", "N", "H", "H", "H", "H", "H", "H", "H", "C", "C", "O", "O", "H", "H", "H", "Cl", "Na", "O", "H"],
  "xyz": [[-1.791, 1.836, -3.224], [-1.309, 1.014, -2.060], [-0.001, 1.538, -1.665], [0.770, 0.743, -0.898], [1.514, -0.244, -1.432], [0.793, 1.075, 0.733], [-0.036, 2.253, 0.912], [-0.718, 3.167, 1.015], [0.210, -0.046, 1.669], [-1.202, -0.147, 1.320], [-2.320, -0.249, 1.095], [0.275, 0.298, 3.178], [-1.039, 0.839, 3.758], [-0.733, 1.398, 5.169], [-0.265, 2.856, 5.095], [-0.825, 3.688, 6.232], [0.184, 3.691, 7.281], [0.137, 2.951, 8.294], [1.256, 4.592, 7.088], [0.903, -1.734, 1.333], [-0.052, -2.518, 0.082], [2.278, -1.609, 0.967], [0.744, -2.523, 2.514], [2.494, 1.591, 1.222], [2.475, 3.226, 1.890], [3.088, 0.760, 2.198], [3.361, 1.569, -0.047], [-1.231, 1.602, -4.120], [-1.600, 2.876, -2.990], [-2.852, 1.691, -3.371], [-1.248, -0.036, -2.324], [-1.975, 1.172, -1.222], [2.071, 0.029, -2.165], [1.025, 1.054, 3.371], [0.535, -0.567, 3.775], [-1.416, 1.677, 3.189], [-1.759, 0.047, 3.898], [0.109, 0.824, 5.540], [-1.563, 1.260, 5.845], [-0.572, 3.328, 4.132], [0.816, 2.902, 5.092], [-1.691, 3.270, 6.558], [-0.696, 2.371, 8.282], [1.568, 4.591, 6.126], [0.896, 5.532, 7.250], [-0.999, -2.755, 0.551], [0.418, -3.460, -0.170], [-0.224, -1.889, -0.779], [3.335, 3.204, 2.551], [1.594, 3.398, 2.490], [2.651, 3.985, 1.167], [2.759, 8.866, -0.609], [2.427, 9.588, 0.439], [2.113, 9.319, -1.678], [4.068, 8.987, -0.828], [2.320, 7.108, -0.297], [0.908, 7.066, -0.141], [3.108, 6.684, 0.821], [2.846, 6.501, -1.713], [2.695, 4.996, -1.896], [1.379, 4.459, -2.023], [3.626, 4.110, -1.104], [3.480, 4.698, -3.479], [4.754, 5.049, -3.498], [2.904, 5.249, -4.510], [3.382, 3.325, -3.495], [-1.746, -6.145, -3.157], [-0.677, -6.833, -3.561], [0.256, -7.394, -2.698], [0.076, -7.233, -1.332], [-1.034, -6.519, -0.898], [-1.905, -5.999, -1.845], [-0.573, -6.935, -4.638], [1.106, -7.943, -3.081], [0.819, -7.671, -0.622], [-1.216, -6.364, 0.158], [-2.784, -5.433, -1.542], [3.403, 2.605, -1.274], [1.942, -11.888, -10.882], [1.901, -11.414, -9.560], [3.111, -10.779, -9.187], [2.932, -9.992, -7.910], [2.344, -8.716, -8.105], [0.944, -8.695, -8.337], [0.120, -8.938, -7.095], [0.015, -10.325, -6.837], [-0.484, -10.584, -5.541], [2.758, -12.608, -11.020], [0.996, -12.386, -11.086], [2.062, -11.059, -11.591], [3.443, -10.106, -9.988], [3.873, -11.556, -9.028], [3.926, -9.787, -7.508], [2.386, -10.571, -7.163], [0.663, -9.386, -9.135], [0.731, -7.682, -8.684], [-0.895, -8.540, -7.243], [0.585, -8.429, -6.241], [0.203, -10.199, -4.780], [-0.567, -11.662, -5.425], [-1.474, -10.132, -5.407], [-3.786, 7.085, 7.664], [-4.433, 6.294, 6.536], [-5.404, 5.220, 7.032], [-4.697, 4.198, 7.802], [-4.143, 3.384, 8.399], [-3.187, 6.443, 8.321], [-3.124, 7.845, 7.257], [-4.546, 7.581, 8.275], [-3.661, 5.816, 5.939], [-4.977, 6.976, 5.880], [-5.887, 4.742, 6.177], [-6.200, 5.663, 7.633], [-1.651, 9.516, 3.841], [-1.598, 8.446, 4.945], [-2.316, 7.419, 4.769], [-0.855, 8.678, 5.917], [-2.326, 9.223, 3.039], [-1.995, 10.460, 4.263], [-0.651, 9.663, 3.428], [2.733, -8.248, -0.145], [-1.147, 4.787, 4.521], [-6.341, 7.211, 4.235], [-7.196, 6.767, 4.130]],
  "gap_ev": 1.154,
  "multiplicity": 1,
  "homo_energy_ha": -0.14486,
  "e_tot_ev": -156394.6905,
  "charge": -1,
  "largest_force_ev_per_a": 5.6
}